Record 1
The following is a DFT calculation (ωB97M-V/def2-TZVPD) of one molecule with the formula ClFH2NOP.

Each line ends with the natural charge from an NBO analysis.
Atoms and positions in Å:
P1 0.22 0.03 0.13  1.74
F1 0.76 1.41 0.84  -0.56
H1 -1.07 -0.90 1.63  0.35
Cl1 1.89 -1.01 0.02  -0.33
N1 -1.22 -0.48 0.69  -0.73
H2 -0.56 0.30 -2.00  0.53
O1 -0.01 0.66 -1.30  -1.00

Expectation value of S²: 2.006
HOMO level (spin up / spin down), eV: -4.92 / -11.64
DFT total energy, eV: -28095.97396
Multiplicity: 3

Record 2
The following is a DFT calculation (ωB97M-V/def2-TZVPD) of a 2-piece molecular cluster, C4H9NO3P overall.

Each line ends with the natural charge from an NBO analysis.
Atoms and positions in Å:
H1 -0.68 1.98 -1.34  0.34
H2 -1.80 -1.71 1.00  0.18
C1 -0.43 -0.30 -0.06  -0.26
H3 -0.89 1.16 1.45  0.18
H4 -2.17 0.93 0.23  0.15
C2 -1.04 -1.22 -1.05  -0.47
P1 2.18 -0.16 -0.07  2.30
C3 -1.08 0.98 0.38  -0.25
C4 -0.90 -1.63 0.39  -0.47
H5 -0.15 -2.38 0.64  0.22
H6 0.40 2.23 -0.16  0.37
O1 2.27 1.08 1.04  -1.02
O2 2.69 0.28 -1.37  -1.14
H7 2.01 0.69 1.87  0.48
O3 2.66 -1.41 0.58  -1.16
H8 -2.04 -1.00 -1.42  0.18
N1 -0.60 2.17 -0.34  -0.84
H9 -0.40 -1.70 -1.78  0.21

HOMO level, eV: -4.00
DFT total energy, eV: -21217.29806
Charge: -1